A cluster of 11 separate species, C28H81N3O11 in total in a non-equilibrium geometry. Source: OMol25; level of theory: the ωB97M-V functional and the def2-TZVPD basis.

Last column: Löwdin charge in e.
Element x y z (Å)
C: 7.9808 27.6932 -19.0011  -0.094
C: 8.4080 27.4064 -17.5825  -0.333
O: 7.3486 26.6811 -16.9401  -0.087
H: 8.6509 28.4473 -19.4200  0.064
H: 6.9611 28.0717 -18.9788  0.078
H: 8.0245 26.8262 -19.6591  0.049
H: 8.5976 28.3858 -17.1403  0.101
H: 9.3120 26.7956 -17.5486  0.090
H: 7.3020 26.9387 -16.0156  0.075
C: 12.0094 18.3307 -25.9866  -0.094
C: 12.1717 18.1429 -24.4942  -0.336
O: 12.9018 16.9623 -24.2388  -0.074
H: 11.5286 17.4698 -26.4503  0.077
H: 12.9740 18.4974 -26.4736  0.067
H: 11.3962 19.2097 -26.2255  0.071
H: 11.2423 18.1359 -23.9335  0.114
H: 12.7225 19.0193 -24.1284  0.087
H: 13.8014 17.0732 -24.5545  0.080
C: 12.7452 26.4692 -25.3758  -0.075
C: 13.4781 26.9970 -26.5943  -0.287
O: 12.7738 26.4997 -27.7488  -0.085
H: 13.1392 26.8899 -24.4419  0.067
H: 12.8531 25.3857 -25.3257  0.065
H: 11.6908 26.7367 -25.4116  0.063
H: 14.4989 26.6085 -26.6030  0.078
H: 13.5514 28.0861 -26.5766  0.115
H: 12.4624 27.2612 -28.2483  0.083
C: 8.7203 25.8844 -25.7190  -0.079
C: 9.3863 25.1528 -26.8777  -0.290
O: 10.0689 23.9896 -26.3945  -0.103
H: 8.1785 26.7484 -26.1141  0.078
H: 9.4724 26.2581 -25.0221  0.061
H: 8.0010 25.2670 -25.1826  0.067
H: 10.1232 25.8237 -27.3322  0.096
H: 8.6383 24.8789 -27.6309  0.113
H: 10.8110 23.8084 -26.9823  0.094
C: 15.9009 18.2411 -20.3826  -0.095
C: 15.4685 19.4282 -21.2186  -0.348
O: 15.8017 20.6407 -20.6042  -0.092
H: 15.8685 17.3222 -20.9782  0.069
H: 15.1820 18.0338 -19.5799  0.069
H: 16.8813 18.3355 -19.9233  0.072
H: 14.3831 19.3739 -21.3546  0.106
H: 15.9065 19.3185 -22.2155  0.103
H: 15.0305 20.8769 -20.0480  0.034
C: 5.6902 19.5310 -25.4206  -0.093
C: 6.5935 20.7455 -25.3837  -0.323
O: 7.9686 20.3312 -25.2088  -0.124
H: 5.9325 18.8854 -26.2650  0.073
H: 4.6467 19.8430 -25.4732  0.074
H: 5.8752 18.9463 -24.5177  0.066
H: 6.3162 21.3809 -24.5288  0.081
H: 6.4882 21.3552 -26.2975  0.108
H: 8.4409 21.0063 -24.6787  0.014
C: 6.6759 20.4779 -21.8418  -0.091
C: 5.1748 20.5133 -21.8904  -0.336
O: 4.6346 19.2349 -21.5771  -0.071
H: 7.0295 19.7170 -22.5479  0.073
H: 7.0970 20.2196 -20.8727  0.078
H: 7.0643 21.4198 -22.2359  0.056
H: 4.8721 20.8191 -22.9019  0.092
H: 4.7719 21.3004 -21.2323  0.112
H: 3.7353 19.2001 -21.9119  0.080
C: 14.6769 23.4712 -19.2967  -0.082
C: 13.4136 22.7587 -18.9130  -0.284
O: 13.6278 21.3392 -19.0008  -0.092
H: 15.5054 23.2281 -18.6321  0.086
H: 14.5260 24.5525 -19.2042  0.063
H: 14.9659 23.3245 -20.3383  0.080
H: 12.5619 23.0667 -19.5297  0.090
H: 13.1479 23.0059 -17.8770  0.118
H: 13.0743 20.9003 -18.3519  0.095
C: 16.4645 23.1697 -28.6553  -0.057
C: 15.8113 24.1272 -27.6686  -0.433
C: 15.4170 23.4319 -26.3868  -0.228
O: 14.5348 22.3807 -26.7034  -0.177
C: 14.2735 21.5596 -25.6020  -0.117
N: 16.8554 25.1133 -27.3047  0.028
H: 16.5276 23.6622 -29.6339  0.078
H: 15.8313 22.2993 -28.8402  0.075
H: 17.4373 22.8277 -28.3196  0.082
H: 14.9005 24.5956 -28.0561  0.128
H: 14.9280 24.1483 -25.6917  0.116
H: 16.2647 23.0633 -25.7878  0.134
H: 15.1825 21.0428 -25.2461  0.097
H: 13.6195 20.7325 -25.8859  0.070
H: 13.8329 22.0983 -24.7551  0.079
H: 17.0646 25.6419 -28.1540  0.076
H: 16.5067 25.8124 -26.6496  0.053
C: 10.9997 21.5713 -23.8675  -0.039
C: 10.0589 22.4763 -23.0629  -0.406
C: 10.7784 23.7342 -22.6080  -0.189
O: 9.9190 24.6274 -21.8942  -0.202
C: 9.4903 24.1718 -20.6388  -0.104
N: 8.8787 22.7987 -23.9091  0.060
H: 10.4238 20.8094 -24.3774  0.065
H: 11.7357 21.1914 -23.1558  0.084
H: 11.5271 22.2133 -24.5766  0.067
H: 9.6652 21.9339 -22.1946  0.128
H: 11.0734 24.3185 -23.4879  0.119
H: 11.6873 23.4964 -22.0258  0.129
H: 9.0172 24.9931 -20.1003  0.065
H: 10.3009 23.7781 -20.0123  0.085
H: 8.6995 23.4087 -20.7377  0.087
H: 8.3692 23.5419 -23.4237  0.081
H: 9.2406 23.2369 -24.7639  0.049
C: 13.6542 28.8135 -18.8414  -0.053
C: 12.2249 28.4118 -19.1672  -0.439
C: 12.0538 26.8947 -19.2826  -0.201
O: 12.9794 26.3025 -20.1787  -0.206
C: 12.8015 26.6751 -21.5182  -0.119
N: 11.2622 28.8822 -18.1515  0.044
H: 13.7468 29.8938 -18.7958  0.076
H: 14.3312 28.4632 -19.6322  0.077
H: 13.9719 28.2844 -17.9417  0.085
H: 11.9167 28.7883 -20.1489  0.131
H: 11.0149 26.6587 -19.5510  0.112
H: 12.2721 26.4118 -18.3208  0.132
H: 11.7582 26.5675 -21.8491  0.090
H: 13.4512 26.0383 -22.1099  0.088
H: 13.0502 27.7359 -21.6628  0.083
H: 11.2757 29.8993 -18.1070  0.079
H: 11.5726 28.5989 -17.2228  0.081

- M (g mol⁻¹) = 636.0
- lowest unoccupied orbital energy (Eh) = 0.0140
- HOMO-LUMO gap (Eh) = 0.359